Entry 1:
The following is a quantum chemistry calculation of a cluster of 3 separate species, C36H23NO8PS in total, from the Open Molecules 2025 dataset.

Output
ΔE to the lowest compared entry with this formula, charge and spin in kJ/mol: 0.00
Orbital gap in eV: 5.60
Total charge: +1
HOMO energy in eV: -11.46
Calculated total energy in eV: -75690.4926
Strongest force on any atom in eV/Å: 4.425

Structure (XYZ):
```
70
Properties=species:S:1:pos:R:3:forces:R:3
C -3.479 5.563 2.243 0.9 -0.8 -1.0
C -3.254 4.609 1.507 -0.4 1.0 0.2
N -3.020 3.583 0.525 0.5 0.0 0.2
C -1.653 3.348 0.196 0.1 -2.3 -2.2
C -1.254 2.328 -0.842 -3.5 0.1 0.4
C -2.361 1.541 -1.560 0.3 2.4 2.8
C -2.061 0.472 -2.705 -1.3 -0.7 -1.2
O -3.020 0.049 -3.327 1.9 1.0 1.3
O -0.775 0.056 -3.037 -1.7 1.5 2.1
C -3.777 1.837 -1.121 1.8 1.1 0.9
C -4.102 2.877 -0.052 2.4 -2.2 -3.0
P -5.924 3.098 0.360 -2.6 -0.3 0.7
O -6.557 4.258 -0.665 0.8 -2.8 0.6
O -6.669 1.635 -0.100 2.1 1.9 0.2
S -6.307 3.353 2.227 0.8 0.2 -0.8
H -3.558 6.491 2.884 0.0 -1.8 -1.1
H -0.835 3.941 0.719 -1.6 -0.7 -0.6
H -0.173 2.108 -1.123 -1.5 0.7 0.8
H -0.169 0.346 -2.315 -0.2 -0.4 -0.8
H -4.634 1.264 -1.597 1.3 0.9 0.7
H -7.258 3.836 -1.225 0.6 0.5 0.4
H -6.440 1.010 0.632 -0.5 0.5 -0.6
C 4.378 4.506 -2.760 0.0 -0.1 0.1
C 5.594 5.021 -2.321 0.0 -0.1 0.1
C 6.246 4.442 -1.240 0.0 0.2 -0.2
C 5.677 3.352 -0.586 -0.1 0.2 -0.2
C 4.446 2.850 -1.011 0.0 0.1 -0.1
C 3.804 3.423 -2.107 0.0 0.2 -0.1
C 3.806 1.721 -0.293 -0.4 -0.2 -0.2
O 2.730 1.279 -0.667 -0.2 0.1 0.0
C 4.487 1.144 0.888 0.0 -0.1 0.2
C 3.871 0.121 1.607 0.0 -0.1 0.2
C 4.508 -0.436 2.709 0.0 0.1 -0.1
C 5.767 0.021 3.091 0.0 0.1 -0.1
C 6.382 1.044 2.381 0.0 -0.1 0.2
C 5.740 1.614 1.284 -0.1 -0.2 0.2
C 6.389 2.729 0.556 0.8 0.3 0.3
O 7.486 3.132 0.891 -0.3 -0.1 -0.1
H 3.874 4.953 -3.611 0.1 0.0 0.1
H 6.036 5.875 -2.824 0.0 -0.1 0.0
H 7.196 4.845 -0.905 -0.1 -0.2 0.1
H 2.853 3.029 -2.451 0.1 -0.1 0.1
H 2.892 -0.242 1.313 0.1 0.1 -0.1
H 4.025 -1.228 3.270 0.0 0.1 -0.1
H 6.267 -0.419 3.947 0.0 0.0 -0.1
H 7.360 1.399 2.687 -0.1 0.1 -0.2
C -0.606 -6.147 3.397 0.0 0.1 -0.1
C -1.692 -5.407 3.860 0.0 0.0 -0.1
C -2.482 -4.697 2.966 0.0 -0.1 0.2
C -2.183 -4.715 1.605 0.1 -0.1 0.2
C -1.081 -5.437 1.144 -0.1 0.0 0.3
C -0.300 -6.162 2.043 0.0 0.0 0.2
C -0.721 -5.426 -0.294 0.7 -0.5 -0.2
O 0.237 -6.057 -0.697 -0.2 0.2 0.1
C -1.544 -4.624 -1.232 -0.1 0.2 -0.2
C -1.186 -4.556 -2.578 0.0 0.1 -0.2
C -1.958 -3.818 -3.467 0.0 -0.1 0.2
C -3.096 -3.153 -3.016 0.0 0.0 0.1
C -3.453 -3.214 -1.676 0.0 0.1 -0.2
C -2.672 -3.941 -0.779 0.0 0.0 -0.2
C -3.043 -3.970 0.656 -0.6 0.3 0.3
O -4.037 -3.383 1.051 0.2 0.0 -0.1
H 0.005 -6.708 4.096 -0.1 0.0 -0.1
H -1.922 -5.386 4.920 0.0 0.0 -0.1
H -3.330 -4.127 3.331 0.0 0.0 -0.2
H 0.549 -6.736 1.689 -0.1 0.1 -0.1
H -0.302 -5.074 -2.935 -0.1 0.0 0.2
H -1.674 -3.762 -4.512 0.0 0.0 0.1
H -3.703 -2.583 -3.711 0.1 -0.1 0.1
H -4.338 -2.691 -1.330 0.1 -0.1 0.1
```
Forces are in eV/Å.



Entry 2:
The following is a quantum chemistry calculation of a structure of composition C36H24F3IrN3SSb, from the Open Molecules 2025 dataset.

Output
Spin multiplicity: 6
Orbital gap (spin up / spin down) in eV: 4.98 / 5.71
Total charge: +1
HOMO energy (spin up / spin down) in eV: -8.38 / -11.20
Calculated total energy in eV: -70549.0212
Strongest force on any atom in eV/Å: 0.342

Structure (XYZ):
```
69
Properties=species:S:1:pos:R:3:forces:R:3
Ir -0.583 -2.309 0.062 0.0 0.2 0.1
C 2.784 -2.856 2.816 0.0 0.0 0.0
C 1.944 -2.935 1.697 0.2 -0.1 0.0
N 0.783 -2.319 1.634 -0.2 0.0 0.0
C 0.354 -1.568 2.702 0.0 0.0 0.0
C 1.129 -1.470 3.869 0.0 0.0 0.0
C 2.377 -2.127 3.895 0.0 0.0 0.0
C 0.623 -0.752 4.979 0.0 0.0 0.0
C -0.630 -0.214 4.916 -0.1 0.0 0.0
C -1.408 -0.300 3.744 -0.1 0.1 0.2
C -0.915 -0.909 2.611 0.0 0.0 0.0
N -1.520 -1.021 1.372 0.0 -0.1 0.0
C -2.613 -0.416 0.865 -0.1 0.0 -0.1
C -3.302 0.720 1.436 0.0 0.1 0.1
C -4.421 1.194 0.834 -0.1 0.0 0.0
C -4.915 0.602 -0.351 0.0 0.0 0.0
C -4.235 -0.451 -1.002 0.0 0.0 0.0
C -4.642 -1.003 -2.224 0.0 0.0 0.0
C -3.845 -2.015 -2.809 -0.1 0.0 0.0
C -2.710 -2.434 -2.198 0.1 0.0 0.1
N -2.290 -1.903 -0.988 -0.1 0.0 0.0
C -3.051 -0.941 -0.389 0.1 0.0 0.0
H 3.726 -3.385 2.802 0.0 0.0 0.0
H 2.223 -3.523 0.833 0.0 0.0 0.0
H 2.990 -2.051 4.786 0.0 0.0 0.0
H 1.227 -0.674 5.874 0.0 0.0 0.0
H -1.053 0.291 5.774 0.0 0.0 0.0
H -2.410 0.100 3.776 0.1 -0.1 -0.1
H -2.899 1.224 2.300 0.0 0.0 -0.1
H -4.938 2.049 1.248 0.0 0.0 0.0
H -5.815 0.995 -0.807 0.0 0.0 0.0
H -5.548 -0.657 -2.702 0.0 0.0 0.0
H -4.130 -2.466 -3.750 0.0 0.0 0.0
H -2.074 -3.202 -2.610 0.0 0.0 0.0
F -2.887 4.417 -3.075 0.0 0.0 0.0
C -2.082 3.429 -2.663 0.0 0.0 0.0
C -0.908 3.759 -2.009 0.0 0.0 0.0
C -0.084 2.733 -1.575 0.0 0.0 0.1
C -0.438 1.400 -1.790 0.0 0.1 -0.1
C -1.617 1.107 -2.471 0.0 0.0 -0.1
C -2.452 2.122 -2.912 0.0 0.0 0.0
Sb 0.797 -0.169 -1.130 -0.1 -0.1 0.1
C 2.391 -0.148 -2.509 0.1 0.0 -0.1
C 3.454 -1.038 -2.366 0.0 -0.1 0.0
C 4.502 -1.041 -3.271 0.0 0.0 0.0
C 4.456 -0.152 -4.330 0.0 0.0 0.0
F 5.462 -0.152 -5.212 0.0 0.0 0.0
C 3.407 0.728 -4.515 0.0 0.0 0.0
C 2.368 0.722 -3.596 0.0 0.1 0.0
C 1.644 0.704 0.600 0.0 0.1 0.0
C 0.828 1.441 1.459 0.0 0.0 0.0
C 1.308 1.901 2.677 0.0 0.0 0.0
C 2.610 1.597 3.024 0.0 0.0 0.0
F 3.073 2.004 4.216 0.0 0.0 0.0
C 3.453 0.886 2.192 0.0 0.0 0.0
C 2.958 0.442 0.974 0.1 0.0 0.0
H -0.658 4.800 -1.852 0.0 0.0 0.0
H 0.835 2.983 -1.057 0.0 0.0 0.0
H -1.896 0.080 -2.681 0.0 0.0 0.0
H -3.373 1.911 -3.440 0.0 0.0 0.0
H 3.475 -1.754 -1.550 0.0 0.0 0.0
H 5.339 -1.720 -3.178 0.0 0.0 0.0
H 3.413 1.398 -5.364 0.0 0.0 0.0
H 1.544 1.412 -3.734 0.0 0.0 0.0
H -0.197 1.669 1.182 0.0 0.0 0.0
H 0.692 2.478 3.355 0.0 0.0 0.0
H 4.474 0.694 2.499 0.0 0.0 0.0
H 3.625 -0.103 0.314 0.0 0.0 0.0
S 0.269 -3.810 -1.204 0.1 -0.2 -0.2
```
Forces are in eV/Å.



Entry 3:
The following is a quantum chemistry calculation of a structure of composition C36H25Cl2CrIN9O4, from the Open Molecules 2025 dataset.

Output
Spin multiplicity: 5
ΔE to the lowest compared entry with this formula, charge and spin in kJ/mol: 68.37
Orbital gap (spin up / spin down) in eV: 4.22 / 6.69
Total charge: -1
HOMO energy (spin up / spin down) in eV: -2.42 / -4.89
Calculated total energy in eV: -120910.7274
Strongest force on any atom in eV/Å: 2.736

Structure (XYZ):
```
78
Properties=species:S:1:pos:R:3:forces:R:3
Cr 11.306 11.061 11.709 -0.1 -0.7 0.6
Cl 8.553 17.201 12.886 0.0 0.1 0.0
C 8.818 15.592 12.308 -0.9 -1.3 -1.1
C 9.853 14.852 12.851 0.8 1.1 0.2
C 10.122 13.577 12.389 0.6 0.4 -0.2
N 11.288 12.836 12.668 -0.4 -0.5 -0.4
C 12.376 13.216 13.330 0.0 -0.2 0.6
O 12.669 14.268 13.892 -0.4 0.6 -0.1
C 13.395 12.102 13.439 -0.1 -0.4 -0.1
C 14.538 12.294 14.204 0.2 -1.9 -1.6
C 15.531 11.293 14.168 -1.0 -0.3 -0.3
C 15.272 10.155 13.367 0.1 1.6 1.1
C 14.062 10.067 12.691 1.4 -2.1 -0.2
N 13.140 10.968 12.753 -0.7 1.8 0.0
C 9.314 13.047 11.377 0.4 -2.2 -0.7
C 8.258 13.743 10.810 0.4 0.3 0.2
C 8.014 15.007 11.264 0.9 1.9 1.8
Cl 6.838 16.043 10.544 -0.5 -0.1 -0.4
N 9.688 11.753 10.915 -0.3 1.1 -0.3
C 9.596 11.387 9.563 -0.1 0.3 1.0
O 9.161 12.090 8.654 -0.7 0.6 -0.5
C 10.168 10.101 9.329 0.0 -0.7 0.4
C 10.056 9.507 8.059 0.2 0.2 1.3
C 10.580 8.262 7.859 0.0 0.6 -0.7
C 11.244 7.630 8.950 -0.4 -0.4 -1.0
C 11.321 8.275 10.131 1.3 -0.3 1.6
N 10.826 9.488 10.428 -0.1 0.4 -1.2
H 10.600 15.380 13.463 -0.6 -0.5 0.0
H 14.591 13.251 14.610 0.4 1.3 1.1
H 16.455 11.371 14.752 -0.4 0.0 -0.3
H 16.002 9.383 13.327 0.3 -0.6 -0.2
H 13.844 9.186 12.084 0.0 0.2 0.3
H 7.780 13.347 9.942 -0.4 -0.2 -0.2
H 9.513 10.138 7.384 0.0 -0.1 -0.7
H 10.600 7.870 6.857 -0.1 -0.5 -0.1
H 11.668 6.652 8.801 0.2 -0.1 0.3
H 11.932 7.810 10.914 -0.5 0.1 0.0
C 13.731 10.155 8.879 -0.4 -0.3 1.1
C 13.111 11.506 9.007 -0.1 -0.7 0.8
N 12.406 11.985 10.025 0.0 0.8 -0.6
C 11.921 13.219 9.575 0.0 0.4 0.0
C 12.295 13.456 8.302 0.4 0.4 -0.7
N 13.107 12.351 7.966 -0.6 1.0 -1.0
C 13.599 12.072 6.628 0.6 0.9 0.3
N 15.065 12.015 6.587 -0.6 -1.4 -0.6
N 15.645 10.960 5.865 -0.7 1.7 0.9
N 16.892 11.103 5.928 1.3 -0.3 0.0
C 17.224 12.198 6.713 -0.9 -0.1 -0.2
C 18.445 12.718 7.116 0.5 -1.1 -0.7
C 18.429 13.782 7.969 0.2 -0.2 -0.4
C 17.224 14.345 8.395 0.3 -0.1 -0.1
C 15.997 13.875 7.989 -0.1 1.3 1.5
C 16.035 12.790 7.143 -0.8 -0.9 -0.7
H 13.848 9.642 9.854 -0.4 0.5 -0.5
H 14.710 10.182 8.451 0.6 0.2 -0.4
H 13.090 9.540 8.249 -0.1 -0.2 0.0
H 11.324 13.928 10.132 0.0 -0.5 0.4
H 12.049 14.328 7.620 0.6 -1.5 1.0
H 13.296 12.943 6.000 -0.2 -0.9 0.3
H 13.236 11.095 6.290 0.1 0.4 -0.3
H 19.346 12.223 6.746 -0.1 0.4 0.3
H 19.367 14.185 8.275 0.4 0.3 0.4
H 17.320 15.149 9.087 -0.3 0.5 0.4
H 15.124 14.338 8.472 0.1 -0.5 -0.7
I 6.769 6.841 18.064 -0.3 -0.2 0.4
C 8.034 7.559 16.593 -0.1 -0.4 -0.3
C 7.746 8.783 16.009 -0.5 0.5 0.8
C 8.581 9.290 15.045 0.6 -0.8 0.1
C 9.700 8.536 14.713 -0.2 -0.6 -0.1
C 9.947 7.268 15.231 0.4 0.7 0.6
C 9.102 6.757 16.188 -0.7 0.0 0.1
C 10.676 9.013 13.722 1.0 0.4 -0.8
O 11.654 8.309 13.419 -0.4 0.6 -0.1
O 10.392 10.178 13.274 0.5 0.4 -0.7
H 6.926 9.420 16.369 0.2 -0.6 -0.1
H 8.400 10.248 14.605 0.1 0.3 -0.3
H 10.920 6.835 15.008 -0.5 -0.3 -0.3
H 9.207 5.744 16.565 0.2 0.2 0.2
```
Forces are in eV/Å.